(1)
{"formula": "C46H42Cl4IrN2O3P2Te", "method": "the ωB97M-V functional and the def2-TZVPD basis", "molar_mass_g_mol": 1194.4, "total_charge": 2, "e_lumo_ev": [-4.7, -8.0], "s2": 8.859, "homo_ev": [-12.01, -12.18], "energy_ha": -5008.5369, "spin_multiplicity": 6, "e_above_lowest_kcal_mol": 31.64, "species": ["Ir", "O", "C", "C", "C", "C", "C", "C", "N", "H", "H", "H", "H", "H", "H", "H", "Cl", "C", "C", "Cl", "C", "Cl", "C", "O", "C", "O", "C", "Cl", "C", "N", "C", "P", "C", "C", "C", "C", "C", "C", "C", "C", "C", "C", "C", "C", "C", "C", "C", "C", "C", "C", "P", "C", "C", "C", "C", "C", "C", "C", "C", "C", "C", "C", "C", "H", "H", "H", "H", "H", "H", "H", "H", "H", "H", "H", "H", "H", "H", "H", "H", "H", "H", "H", "H", "H", "H", "H", "H", "H", "H", "H", "H", "H", "C", "Te", "C", "H", "H", "H", "H", "H", "H"], "coordinates": [[0.51, 0.04, 0.26], [-0.79, 0.60, 2.57], [0.10, 1.26, 3.44], [1.03, 2.09, 2.60], [1.94, 2.88, 3.22], [3.04, 3.55, 2.47], [2.61, 3.75, 1.06], [1.67, 2.95, 0.52], [0.97, 1.99, 1.24], [-1.38, 0.02, 3.05], [0.67, 0.54, 4.05], [-0.44, 1.93, 4.13], [1.96, 2.90, 4.31], [3.34, 4.49, 2.94], [3.14, 4.45, 0.43], [1.47, 2.96, -0.54], [-3.95, -0.27, -5.15], [-3.25, -0.20, -3.60], [-4.08, -0.46, -2.45], [-5.73, -0.83, -2.69], [-3.56, -0.43, -1.18], [-4.51, -0.73, 0.22], [-2.18, -0.16, -0.99], [-1.65, -0.08, 0.19], [-1.33, 0.04, -2.14], [-0.08, 0.20, -1.95], [-1.92, 0.05, -3.44], [-0.86, 0.28, -4.77], [1.82, -3.10, -0.71], [3.04, -3.02, 0.04], [3.41, -1.82, 0.72], [2.76, -0.28, -0.05], [3.91, 0.95, 0.67], [3.81, 1.23, 2.00], [4.30, 2.55, 2.52], [5.43, 3.09, 1.70], [5.63, 2.66, 0.44], [4.81, 1.66, -0.14], [3.27, -0.36, -1.78], [2.74, 0.54, -2.71], [3.21, 0.56, -4.01], [4.19, -0.33, -4.41], [4.73, -1.23, -3.49], [4.28, -1.24, -2.18], [3.94, -4.11, 0.03], [4.82, -4.29, 1.09], [5.70, -5.36, 1.09], [5.71, -6.27, 0.04], [4.82, -6.09, -1.02], [3.95, -5.01, -1.04], [0.36, -2.27, 0.04], [-0.94, -2.95, -1.03], [-2.09, -3.53, -0.50], [-3.04, -4.09, -1.34], [-2.85, -4.09, -2.72], [-1.70, -3.52, -3.25], [-0.76, -2.95, -2.42], [0.12, -2.98, 1.68], [-1.00, -2.60, 2.42], [-1.22, -3.14, 3.68], [-0.32, -4.06, 4.21], [0.78, -4.45, 3.47], [1.00, -3.93, 2.20], [1.53, -4.15, -0.81], [1.90, -2.70, -1.73], [4.50, -1.73, 0.73], [3.09, -1.78, 1.78], [3.23, 0.61, 2.67], [4.59, 2.48, 3.57], [6.05, 3.86, 2.14], [6.43, 3.09, -0.16], [4.92, 1.42, -1.19], [1.96, 1.22, -2.41], [2.79, 1.26, -4.72], [4.55, -0.32, -5.43], [5.50, -1.92, -3.80], [4.72, -1.94, -1.49], [4.81, -3.61, 1.94], [6.39, -5.49, 1.92], [6.39, -7.10, 0.04], [4.82, -6.78, -1.85], [3.30, -4.87, -1.89], [-2.25, -3.58, 0.56], [-3.93, -4.54, -0.92], [-3.59, -4.53, -3.37], [-1.54, -3.52, -4.32], [0.11, -2.48, -2.87], [-1.73, -1.93, 1.98], [-2.11, -2.86, 4.24], [-0.50, -4.48, 5.19], [1.46, -5.19, 3.87], [1.86, -4.25, 1.64], [-1.00, 4.83, 0.04], [-1.58, 2.84, -0.35], [-2.87, 2.71, 1.31], [-1.89, 5.44, 0.01], [-0.30, 5.14, -0.73], [-0.54, 4.87, 1.02], [-3.64, 3.46, 1.17], [-2.30, 2.91, 2.21], [-3.29, 1.71, 1.32]]}

---

(2)
{"formula": "C46H43AsF5MnN2O4PSi2", "method": "the ωB97M-V functional and the def2-TZVPD basis", "molar_mass_g_mol": 999.9, "total_charge": -1, "e_lumo_ev": [1.6, 2.6], "s2": 6.390, "homo_ev": [-5.08, -5.17], "energy_ha": -6995.8854, "spin_multiplicity": 5, "e_above_lowest_kcal_mol": 0.00, "species": ["Mn", "O", "C", "O", "C", "C", "C", "C", "C", "C", "P", "C", "C", "C", "C", "C", "C", "C", "C", "C", "C", "C", "C", "H", "H", "H", "H", "H", "H", "H", "H", "H", "H", "H", "H", "H", "H", "F", "C", "C", "C", "F", "C", "F", "C", "F", "C", "F", "O", "C", "N", "C", "C", "O", "N", "C", "C", "C", "C", "C", "C", "C", "C", "C", "C", "C", "C", "H", "H", "H", "H", "H", "H", "H", "H", "H", "H", "H", "C", "Si", "C", "C", "As", "Si", "C", "C", "C", "H", "H", "H", "H", "H", "H", "H", "H", "H", "H", "H", "H", "H", "H", "H", "H", "H", "H"], "coordinates": [[0.50, 0.81, -0.09], [2.90, -0.91, 1.84], [2.11, -1.44, 1.07], [1.53, -0.88, 0.06], [1.66, -2.87, 1.33], [2.14, -3.44, 2.51], [1.80, -4.73, 2.89], [0.97, -5.47, 2.06], [0.49, -4.92, 0.89], [0.80, -3.61, 0.50], [0.16, -2.94, -1.11], [-1.25, -4.07, -1.46], [-2.29, -4.14, -0.53], [-3.48, -4.78, -0.83], [-3.67, -5.36, -2.08], [-2.66, -5.27, -3.02], [-1.46, -4.63, -2.72], [1.51, -3.64, -2.15], [2.41, -2.73, -2.70], [3.49, -3.17, -3.45], [3.68, -4.53, -3.66], [2.80, -5.45, -3.10], [1.73, -5.01, -2.34], [2.80, -2.83, 3.12], [2.18, -5.14, 3.81], [0.70, -6.49, 2.32], [-0.15, -5.52, 0.26], [-2.17, -3.67, 0.44], [-4.26, -4.82, -0.08], [-4.60, -5.85, -2.32], [-2.80, -5.70, -4.01], [-0.69, -4.58, -3.48], [2.25, -1.68, -2.53], [4.18, -2.45, -3.87], [4.52, -4.88, -4.25], [2.96, -6.51, -3.24], [1.06, -5.73, -1.90], [-2.64, 1.91, -0.18], [-1.76, 2.92, -0.10], [-0.41, 2.69, -0.22], [0.39, 3.81, -0.14], [1.73, 3.67, -0.23], [-0.10, 5.09, 0.04], [0.73, 6.15, 0.12], [-1.46, 5.28, 0.15], [-1.96, 6.50, 0.33], [-2.30, 4.18, 0.07], [-3.63, 4.36, 0.17], [-2.87, -1.07, 1.68], [-2.05, -0.30, 2.12], [-2.11, 0.26, 3.39], [-0.95, 1.08, 3.68], [-0.22, 0.92, 2.34], [0.85, 1.46, 2.01], [-0.90, 0.17, 1.49], [-1.28, 2.56, 3.84], [-2.55, 3.05, 3.60], [-2.81, 4.42, 3.70], [-1.79, 5.30, 4.01], [-0.51, 4.81, 4.23], [-0.25, 3.45, 4.15], [-0.15, 0.54, 4.86], [-0.69, 0.68, 6.14], [-0.04, 0.15, 7.24], [1.17, -0.51, 7.08], [1.72, -0.63, 5.81], [1.07, -0.11, 4.70], [-2.65, -0.19, 4.11], [-3.35, 2.37, 3.33], [-3.81, 4.79, 3.51], [-1.98, 6.36, 4.06], [0.30, 5.50, 4.46], [0.75, 3.07, 4.31], [-1.63, 1.21, 6.27], [-0.47, 0.25, 8.23], [1.69, -0.92, 7.94], [2.67, -1.13, 5.67], [1.53, -0.20, 3.73], [1.53, 4.17, -3.57], [2.24, 2.44, -3.37], [3.79, 2.50, -2.31], [2.74, 1.78, -5.07], [0.77, 0.82, -2.54], [-1.33, 1.29, -3.47], [-2.02, 3.05, -3.31], [-2.50, 0.01, -2.75], [-1.19, 0.94, -5.32], [2.25, 4.81, -4.09], [1.33, 4.63, -2.60], [0.60, 4.18, -4.14], [4.67, 2.63, -2.96], [3.94, 1.58, -1.74], [3.76, 3.33, -1.61], [3.42, 2.49, -5.55], [1.89, 1.63, -5.73], [3.25, 0.82, -4.97], [-1.39, 3.70, -2.70], [-3.01, 3.03, -2.85], [-2.12, 3.50, -4.30], [-2.34, -0.18, -1.69], [-2.37, -0.94, -3.28], [-3.54, 0.33, -2.87], [-0.52, 1.64, -5.83], [-2.17, 1.03, -5.79], [-0.82, -0.07, -5.50]]}

---

(3)
{"formula": "C46H43BCrF4GeN2O3P", "method": "the ωB97M-V functional and the def2-TZVPD basis", "molar_mass_g_mol": 914.2, "total_charge": -2, "e_lumo_ev": [4.2, 4.2], "s2": 0.773, "homo_ev": [-1.75, -1.17], "energy_ha": -6001.2084, "spin_multiplicity": 2, "species": ["Cr", "C", "C", "C", "C", "C", "C", "P", "C", "C", "C", "C", "C", "C", "C", "C", "C", "C", "C", "C", "C", "C", "C", "C", "H", "H", "H", "H", "H", "H", "H", "H", "H", "H", "H", "H", "H", "H", "H", "H", "C", "O", "C", "O", "N", "N", "H", "H", "H", "H", "H", "H", "C", "Ge", "C", "C", "C", "C", "C", "C", "C", "C", "C", "C", "C", "C", "C", "C", "C", "C", "C", "C", "H", "H", "H", "H", "H", "H", "H", "H", "H", "H", "H", "H", "H", "H", "H", "C", "C", "C", "O", "H", "H", "H", "H", "H", "H", "F", "B", "F", "F", "F"], "coordinates": [[-0.24, -1.80, 0.63], [1.07, 5.35, 1.08], [2.03, 4.81, 0.23], [2.13, 3.45, 0.06], [1.25, 2.59, 0.71], [0.30, 3.14, 1.56], [0.21, 4.50, 1.75], [1.25, 0.75, 0.61], [2.55, 0.55, -0.67], [2.15, 0.77, -1.99], [3.05, 0.68, -3.03], [4.37, 0.37, -2.77], [4.78, 0.11, -1.47], [3.87, 0.19, -0.43], [1.95, 0.23, 2.19], [3.01, 1.01, 2.68], [3.52, 0.80, 3.95], [2.95, -0.15, 4.76], [1.85, -0.92, 4.33], [1.22, -1.83, 5.19], [0.16, -2.60, 4.75], [-0.29, -2.47, 3.44], [0.29, -1.58, 2.54], [1.34, -0.76, 3.00], [1.00, 6.42, 1.22], [2.70, 5.47, -0.31], [2.89, 3.04, -0.60], [-0.38, 2.46, 2.07], [-0.54, 4.90, 2.42], [1.11, 1.02, -2.18], [2.73, 0.87, -4.05], [5.09, 0.30, -3.58], [5.81, -0.14, -1.27], [4.17, -0.02, 0.59], [3.42, 1.80, 2.06], [4.36, 1.39, 4.29], [3.34, -0.32, 5.76], [1.60, -1.94, 6.20], [-0.31, -3.30, 5.42], [-1.10, -3.10, 3.10], [4.02, -3.04, -1.76], [3.15, -3.57, -0.79], [1.79, -3.11, -0.80], [1.57, -1.95, -0.18], [1.41, -3.01, -2.23], [0.11, -2.49, -2.49], [4.98, -2.87, -1.28], [3.63, -2.10, -2.16], [4.16, -3.75, -2.59], [1.44, -3.94, -2.64], [-0.60, -2.97, -1.92], [0.13, -1.51, -2.20], [-0.34, 0.16, 0.50], [-1.62, 1.17, -0.55], [-3.37, 1.13, 0.41], [-4.57, 1.15, -0.30], [-5.79, 1.15, 0.34], [-5.84, 1.15, 1.73], [-4.66, 1.13, 2.45], [-3.44, 1.11, 1.80], [-2.19, 0.34, -2.28], [-2.56, -1.00, -2.25], [-3.01, -1.64, -3.38], [-3.13, -0.94, -4.57], [-2.79, 0.40, -4.62], [-2.32, 1.03, -3.48], [-1.49, 3.15, -1.00], [-2.43, 4.03, -0.49], [-2.39, 5.38, -0.78], [-1.39, 5.89, -1.59], [-0.44, 5.03, -2.11], [-0.50, 3.67, -1.82], [-4.53, 1.16, -1.38], [-6.71, 1.15, -0.24], [-6.79, 1.16, 2.23], [-4.70, 1.12, 3.53], [-2.53, 1.06, 2.37], [-2.49, -1.54, -1.31], [-3.28, -2.69, -3.33], [-3.50, -1.44, -5.46], [-2.91, 0.96, -5.54], [-2.06, 2.08, -3.51], [-3.20, 3.64, 0.15], [-3.15, 6.05, -0.38], [-1.35, 6.95, -1.82], [0.35, 5.42, -2.74], [0.26, 3.02, -2.23], [0.87, -5.52, -0.87], [0.97, -4.22, -0.03], [1.68, -4.51, 1.30], [-0.26, -3.64, 0.17], [0.68, -6.36, -0.21], [1.82, -5.68, -1.39], [0.05, -5.44, -1.58], [1.03, -5.09, 1.94], [1.91, -3.56, 1.78], [2.62, -5.04, 1.12], [-4.24, -2.44, 2.26], [-3.41, -2.87, 1.25], [-4.07, -2.91, 0.05], [-2.88, -4.09, 1.56], [-2.32, -1.91, 1.14]]}

---

(4)
{"formula": "C46H43Cl4N7O14", "method": "the ωB97M-V functional and the def2-TZVPD basis", "molar_mass_g_mol": 1059.7, "e_lumo_ev": -0.7, "homo_ev": -9.89, "energy_ha": -5055.4711, "e_above_lowest_kcal_mol": 16.36, "species": ["Cl", "C", "C", "Cl", "H", "H", "H", "H", "Cl", "C", "C", "Cl", "H", "H", "H", "H", "C", "C", "C", "C", "C", "C", "N", "O", "O", "H", "H", "H", "H", "H", "C", "C", "C", "C", "C", "C", "N", "O", "O", "H", "H", "H", "H", "H", "C", "C", "C", "C", "C", "C", "N", "O", "O", "H", "H", "H", "H", "H", "C", "C", "C", "C", "C", "C", "N", "O", "O", "H", "H", "H", "H", "H", "C", "C", "C", "C", "C", "C", "N", "O", "O", "H", "H", "H", "H", "H", "C", "C", "C", "C", "C", "C", "N", "O", "O", "H", "H", "H", "H", "H", "C", "C", "C", "C", "C", "C", "N", "O", "O", "H", "H", "H", "H", "H"], "coordinates": [[-0.09, -0.72, 1.11], [-0.27, -0.37, -0.60], [0.66, -1.18, -1.45], [0.30, -0.83, -3.15], [-0.10, 0.67, -0.86], [-1.30, -0.57, -0.89], [0.67, -2.25, -1.24], [1.70, -0.88, -1.29], [0.57, -3.83, 3.88], [1.20, -3.73, 2.22], [2.51, -2.95, 2.10], [3.07, -3.16, 0.42], [0.48, -3.23, 1.59], [1.45, -4.75, 1.94], [3.21, -3.48, 2.73], [2.37, -1.91, 2.38], [-2.53, -1.60, 4.94], [-1.37, -0.91, 4.62], [-0.46, -0.50, 5.58], [-0.79, -0.72, 6.90], [-1.91, -1.42, 7.27], [-2.73, -1.95, 6.28], [0.06, -0.14, 7.94], [-0.47, 0.20, 8.98], [1.24, 0.02, 7.67], [-3.17, -1.96, 4.15], [-1.11, -0.70, 3.59], [0.43, 0.02, 5.26], [-2.12, -1.76, 8.28], [-3.56, -2.59, 6.53], [-3.77, 0.90, 3.04], [-4.72, 1.50, 3.86], [-5.98, 1.74, 3.34], [-6.26, 1.40, 2.03], [-5.34, 0.76, 1.23], [-4.08, 0.53, 1.73], [-7.59, 1.70, 1.49], [-8.42, 2.14, 2.25], [-7.78, 1.46, 0.31], [-2.75, 0.74, 3.34], [-4.51, 1.74, 4.89], [-6.77, 2.17, 3.95], [-5.63, 0.47, 0.23], [-3.30, 0.04, 1.16], [-1.80, 4.51, -4.96], [-1.25, 3.60, -4.08], [-1.59, 2.26, -4.20], [-2.48, 1.86, -5.16], [-3.00, 2.75, -6.07], [-2.65, 4.09, -5.97], [-2.95, 0.46, -5.16], [-2.67, -0.21, -4.19], [-3.59, 0.08, -6.11], [-1.64, 5.58, -4.89], [-0.63, 3.98, -3.28], [-1.15, 1.57, -3.49], [-3.75, 2.41, -6.77], [-3.16, 4.82, -6.59], [1.05, -8.33, -0.56], [1.32, -8.85, -1.81], [1.25, -8.01, -2.92], [0.93, -6.70, -2.75], [0.68, -6.16, -1.50], [0.73, -6.99, -0.40], [0.95, -5.79, -3.90], [1.10, -4.60, -3.68], [0.82, -6.29, -5.00], [1.07, -8.97, 0.32], [1.53, -9.89, -2.00], [1.49, -8.39, -3.90], [0.43, -5.12, -1.38], [0.51, -6.54, 0.57], [-0.23, 2.85, 4.46], [-1.45, 3.49, 4.25], [-1.92, 3.67, 2.97], [-1.20, 3.13, 1.92], [0.05, 2.55, 2.08], [0.47, 2.35, 3.38], [-1.76, 3.20, 0.56], [-1.00, 3.00, -0.38], [-2.93, 3.48, 0.45], [0.14, 2.65, 5.46], [-1.97, 3.94, 5.09], [-2.88, 4.12, 2.78], [0.61, 2.22, 1.22], [1.41, 1.84, 3.55], [5.09, -2.31, -5.28], [3.97, -1.90, -4.56], [4.11, -1.03, -3.48], [5.39, -0.68, -3.10], [6.50, -1.03, -3.84], [6.35, -1.85, -4.96], [5.54, 0.20, -1.94], [4.62, 0.24, -1.15], [6.58, 0.81, -1.83], [4.95, -3.08, -6.04], [2.98, -2.10, -4.93], [3.22, -0.76, -2.94], [7.46, -0.65, -3.51], [7.24, -2.14, -5.50], [2.85, 6.62, -0.78], [2.54, 6.12, -2.03], [2.38, 4.77, -2.25], [2.53, 3.91, -1.19], [2.80, 4.39, 0.09], [2.93, 5.75, 0.30], [2.27, 2.49, -1.37], [2.05, 2.11, -2.50], [2.29, 1.76, -0.39], [2.89, 7.69, -0.62], [2.42, 6.80, -2.87], [2.05, 4.33, -3.19], [2.87, 3.70, 0.92], [3.18, 6.09, 1.30]]}

---

Question: Which formula does entry 2 have?
Answer: C46H43AsF5MnN2O4PSi2

---

Question: Which formula does entry 2 have?
Answer: C46H43AsF5MnN2O4PSi2